{
  "formula": "C43H53AsBaN8S3",
  "method": "the ωB97M-V functional and the def2-TZVPD basis",
  "spin_multiplicity": 1,
  "homo_lumo_gap_ev": [5.5870, 5.5814],
  "e_lumo_ev": [-1.06, -1.06],
  "species": ["Ba", "As", "S", "S", "S", "N", "N", "N", "N", "N", "N", "N", "N", "C", "C", "C", "C", "C", "C", "C", "C", "C", "C", "C", "C", "C", "C", "C", "C", "C", "C", "C", "C", "C", "C", "C", "C", "C", "C", "C", "C", "C", "C", "C", "C", "C", "C", "C", "C", "C", "C", "C", "C", "C", "C", "C", "H", "H", "H", "H", "H", "H", "H", "H", "H", "H", "H", "H", "H", "H", "H", "H", "H", "H", "H", "H", "H", "H", "H", "H", "H", "H", "H", "H", "H", "H", "H", "H", "H", "H", "H", "H", "H", "H", "H", "H", "H", "H", "H", "H", "H", "H", "H", "H", "H", "H", "H", "H", "H"],
  "positions_angstrom": [[-0.0777, 0.9583, 1.6072], [-1.8407, -1.9075, 0.7432], [0.4135, 4.2614, -1.5276], [2.0038, 2.7089, 2.8281], [-1.4884, 5.2747, 0.5627], [5.2100, 2.4627, 0.6988], [4.3136, 2.6131, 1.6680], [-1.5648, 2.9458, 3.0477], [1.0632, 5.9041, 0.3263], [3.1369, 1.8359, -0.6776], [-1.4449, -0.2769, 0.0123], [-1.2460, -0.0951, 3.8110], [2.4433, 1.7776, 0.4120], [-4.6953, -1.7126, 0.5610], [0.9314, -5.6338, -0.5685], [-2.2136, -4.9626, 1.3870], [-3.6181, -2.3605, -0.0712], [8.3821, 3.0485, 2.4328], [-1.0639, 0.7873, 4.9643], [6.5560, 2.5399, 0.9527], [-5.2344, -3.4312, -1.5112], [-0.6488, -3.3932, 0.1052], [8.8249, 2.3902, 0.1687], [3.7014, 1.1783, -2.8457], [-2.7723, -0.1538, -3.4341], [-2.2171, 1.7785, 5.1319], [-6.2933, -2.8072, -0.8845], [-2.6835, 2.4513, 3.8393], [-2.8998, -4.0168, -1.9126], [7.0269, 2.9305, 2.2098], [1.7236, -6.8428, -0.9664], [-2.2021, 1.5525, -1.3410], [3.0447, 2.3472, 1.5060], [3.3741, 0.8050, -4.1289], [2.0437, 0.6217, -4.4837], [-3.9109, -3.2287, -1.1266], [-2.7248, 2.0473, -2.5136], [1.3574, 1.1792, -2.2472], [-1.9639, 0.1747, -1.1627], [2.6979, 1.3562, -1.8760], [0.5577, -3.2403, -0.5905], [0.0045, 5.2014, -0.1019], [-5.9990, -1.9301, 0.1498], [7.4708, 2.2642, -0.0691], [9.2878, 2.7828, 1.4156], [-7.7127, -3.0807, -1.2822], [1.3174, -4.3543, -0.9273], [2.0965, 4.9736, -1.5904], [-4.4683, -0.7786, 1.7205], [-0.9953, -4.6779, 0.5496], [-3.0259, 1.2014, -3.5712], [1.0441, 0.8246, -3.5432], [-0.2160, -5.7702, 0.1962], [-2.2501, -0.6537, -2.2624], [1.0858, -1.8929, -0.9889], [2.3584, 5.5277, -0.1956], [-2.6805, -4.0535, 1.7671], [-3.3842, 3.2535, 4.1180], [-0.9755, 0.2220, 5.9032], [-6.8095, -1.4092, 0.6426], [2.0844, 5.7586, -2.3468], [2.7961, 4.1929, -1.8754], [2.2317, -4.2160, -1.4899], [-0.9557, 3.5125, 3.6349], [-8.1957, -2.1761, -1.6503], [-2.9608, -5.5019, 0.8041], [-2.2229, -0.3695, 3.7435], [-3.1407, -3.9673, -2.9741], [-1.8829, -3.6682, -1.7702], [8.7429, 3.3507, 3.4052], [-3.0790, 1.2714, 5.5730], [1.9461, -1.9999, -1.6484], [2.5355, -6.5799, -1.6403], [0.3332, -1.3010, -1.5019], [-2.9299, -5.0664, -1.6162], [10.3487, 2.8780, 1.5939], [-0.5140, -6.7584, 0.5229], [-3.4386, 1.5939, -4.4890], [-4.0696, -1.3373, 2.5736], [-0.7238, -0.9543, 3.9591], [0.9983, 6.3640, 1.2234], [-1.8882, 2.5427, 5.8396], [2.8186, 4.7683, 0.4515], [6.3009, 3.1347, 2.9792], [1.7899, 0.3298, -5.4919], [-2.9793, -0.8326, -4.2529], [1.4129, -1.3358, -0.1012], [7.1207, 1.9473, -1.0416], [-3.7517, -0.0017, 1.4443], [3.0119, 6.4024, -0.2319], [-1.9167, 3.5738, 2.3264], [-1.9762, 2.2341, -0.5232], [-2.9079, 3.1076, -2.6056], [0.5714, 1.3660, -1.5296], [4.8724, 2.1281, -0.2113], [-7.7575, -3.8385, -2.0610], [-5.4311, -4.1049, -2.3349], [-3.2345, 1.7368, 3.2226], [-5.4018, -0.3070, 2.0216], [1.0794, -7.5683, -1.4626], [4.7317, 1.3288, -2.5585], [0.0055, 0.7162, -3.8206], [2.1498, -7.3234, -0.0857], [-2.0036, -1.7016, -2.1878], [-0.1310, 1.3380, 4.8206], [-1.9392, -5.5937, 2.2322], [-8.2798, -3.4348, -0.4216], [4.1532, 0.6665, -4.8645], [9.5318, 2.1817, -0.6219]],
  "forces_ev_per_a": [[0.454, 0.634, 0.237], [-0.025, -0.394, -0.270], [0.129, 0.136, 0.390], [-0.443, 0.545, 0.835], [-0.703, -0.084, 0.140], [-0.936, -0.429, -0.927], [0.298, -0.069, -0.203], [-0.003, 0.180, 0.030], [-0.112, -0.139, 0.034], [0.326, 0.485, 2.716], [-0.523, -0.756, -0.048], [-0.374, -0.393, 0.501], [0.402, -0.431, -3.001], [0.047, 0.112, 0.146], [-0.076, -0.026, 0.034], [-0.074, 0.141, 0.027], [0.095, 0.032, 0.183], [0.127, -0.034, -0.113], [-0.018, 0.274, 0.442], [0.898, 0.227, 0.467], [-0.108, 0.072, 0.114], [-0.046, 0.089, 0.162], [0.132, 0.030, 0.100], [-0.262, 0.035, 0.392], [-0.081, 0.001, -0.210], [0.063, -0.082, -0.295], [0.066, -0.035, -0.010], [-0.228, -0.047, 0.342], [0.169, 0.084, -0.054], [-0.235, -0.062, -0.117], [0.002, 0.003, 0.044], [0.189, -0.186, 0.418], [1.051, 0.417, 0.773], [-0.018, -0.130, -0.201], [0.020, 0.035, 0.082], [0.190, -0.083, -0.028], [-0.038, 0.166, -0.252], [0.384, 0.085, 0.406], [-0.242, -0.157, -0.828], [-0.894, -0.494, -1.409], [-0.071, 0.176, -0.033], [0.518, 0.348, -0.228], [0.040, -0.053, -0.072], [-0.271, 0.019, 0.129], [0.141, 0.003, 0.002], [0.030, 0.040, 0.005], [-0.090, -0.051, 0.038], [-0.280, 0.000, -0.220], [0.021, 0.017, -0.013], [0.005, -0.017, 0.022], [-0.050, 0.084, -0.174], [-0.185, -0.099, -0.163], [0.123, 0.104, -0.056], [0.327, -0.057, 0.100], [-0.024, 0.059, -0.028], [0.425, -0.189, 0.026], [-0.022, -0.194, 0.077], [0.029, -0.185, -0.103], [0.100, 0.115, -0.157], [-0.042, 0.053, 0.115], [0.096, -0.025, 0.041], [0.094, 0.032, 0.022], [0.073, 0.040, -0.054], [0.066, -0.001, -0.208], [-0.062, 0.032, -0.029], [-0.107, 0.028, -0.009], [0.090, -0.162, -0.138], [-0.023, -0.017, -0.062], [-0.070, -0.088, -0.118], [-0.010, 0.026, 0.082], [0.003, 0.023, 0.066], [0.059, 0.039, 0.017], [0.052, -0.015, -0.042], [-0.016, 0.091, 0.015], [0.056, -0.062, -0.013], [0.070, 0.006, 0.006], [-0.079, -0.104, 0.058], [-0.050, 0.037, -0.042], [-0.001, 0.115, 0.015], [-0.144, -0.079, -0.059], [-0.121, -0.094, -0.045], [-0.061, -0.002, 0.060], [-0.052, 0.115, -0.084], [-0.022, 0.033, 0.128], [-0.046, 0.020, -0.076], [-0.011, -0.003, -0.035], [0.010, 0.054, -0.124], [-0.092, -0.008, -0.098], [0.001, 0.059, 0.099], [-0.018, -0.111, -0.020], [0.216, -0.002, 0.044], [-0.127, 0.083, 0.007], [0.001, 0.150, 0.009], [-0.050, -0.055, -0.044], [0.112, 0.266, 0.407], [-0.055, -0.027, -0.045], [-0.018, -0.093, -0.078], [-0.094, -0.003, 0.020], [-0.022, 0.037, 0.016], [0.042, -0.071, -0.036], [0.096, 0.062, 0.022], [-0.132, -0.048, 0.008], [0.056, -0.078, 0.001], [-0.067, -0.035, -0.008], [0.080, 0.001, 0.058], [-0.025, -0.007, 0.055], [-0.090, -0.023, -0.006], [0.059, -0.032, -0.032], [0.005, -0.032, -0.068]]
}

{
  "formula": "C15H16Cl2N2O5",
  "method": "the ωB97M-V functional and the def2-TZVPD basis",
  "spin_multiplicity": 1,
  "homo_lumo_gap_ev": 9.5729,
  "smiles": "C=CCNC(=O)NC(=O)COC(=O)[C@H](C)Oc1ccc(Cl)cc1Cl",
  "e_lumo_ev": 0.59,
  "species": ["Cl", "Cl", "O", "O", "O", "O", "O", "N", "N", "C", "C", "C", "C", "C", "C", "C", "C", "C", "C", "C", "C", "C", "C", "C", "H", "H", "H", "H", "H", "H", "H", "H", "H", "H", "H", "H", "H", "H", "H", "H"],
  "positions_angstrom": [[3.2646, -0.7445, 0.2113], [-0.4192, 0.1755, -3.5849], [-2.1366, 0.8052, -0.5517], [-3.6366, 1.2134, -2.1746], [-0.7977, 2.7261, -2.2198], [0.8991, -0.0949, 2.6263], [-1.4183, -2.5679, 0.2432], [-0.7137, -0.5882, 1.1176], [0.5311, -2.2812, 2.1086], [-2.8363, 3.9548, -2.3083], [-2.7371, 1.5762, -1.4756], [0.1299, 1.9222, -1.6078], [-2.4861, -0.5736, -0.5202], [-1.4775, -1.3590, 0.3112], [0.3247, -0.9673, 2.0185], [2.0722, 0.2812, -0.4850], [2.5835, -3.5903, 2.0843], [1.4111, -0.1333, -1.6312], [1.5872, -2.8454, 2.9231], [0.4420, 0.6862, -2.1832], [-2.0277, 2.9348, -1.5279], [1.7727, 1.4981, 0.1094], [0.8044, 2.3084, -0.4542], [3.8896, -3.4331, 2.1726], [-2.5164, -0.9799, -1.5370], [-3.0690, 3.5529, -3.2901], [-0.0106, -2.8958, 1.5094], [-3.7629, 4.1710, -1.7850], [2.2807, 1.7968, 1.0114], [-3.4836, -0.7002, -0.0811], [2.0653, -2.0224, 3.4578], [2.1546, -4.2922, 1.3811], [4.3297, -2.7350, 2.8653], [-0.8445, 0.4148, 1.0655], [-2.2591, 4.8672, -2.4244], [4.5739, -3.9957, 1.5612], [1.1380, -3.5327, 3.6521], [1.6396, -1.0839, -2.0854], [-1.8329, 3.2705, -0.4988], [0.5720, 3.2614, -0.0037]],
  "forces_ev_per_a": [[0.179, -0.123, 0.058], [-0.086, -0.125, -0.155], [0.001, -0.104, 0.313], [-0.054, -0.040, 0.044], [0.225, 0.078, 0.027], [0.274, 0.332, 0.296], [-0.180, -0.345, -0.170], [0.230, 0.369, 0.312], [0.022, -0.596, -0.109], [0.308, -0.322, 0.132], [-0.041, 0.292, -0.073], [0.352, -0.291, -0.012], [-0.361, -0.429, -0.300], [-0.100, 0.469, -0.141], [-0.573, 0.030, -0.328], [-0.196, 0.250, -0.187], [-0.155, 0.069, 0.131], [0.030, 0.118, 0.098], [0.134, 0.036, 0.220], [0.003, 0.401, 0.199], [-0.399, 0.053, 0.030], [0.033, -0.127, -0.054], [-0.142, 0.040, -0.299], [0.087, -0.118, 0.007], [0.077, 0.025, 0.205], [-0.055, -0.009, -0.059], [-0.057, 0.235, 0.027], [-0.098, 0.032, 0.027], [0.046, -0.003, 0.078], [0.164, -0.008, -0.047], [-0.052, -0.145, 0.009], [0.038, -0.142, -0.143], [0.038, 0.197, 0.161], [0.124, -0.153, 0.002], [0.040, 0.085, 0.044], [0.090, -0.147, -0.142], [0.071, 0.142, -0.021], [0.022, -0.091, -0.045], [-0.006, -0.056, -0.169], [-0.033, 0.120, 0.035]]
}

Number 1: strongest force on any atom 3.06 eV/Å, energy -151410.7667 eV. Number 2: strongest force on any atom 0.66 eV/Å, energy -54078.1459 eV.